[1]
The following is a quantum chemistry calculation of a 2-piece molecular cluster, C15H18O overall at a distorted geometry, from OMol25.

Values from the calculation:
SMILES string = Cc1ccc(O)cc1.CCc1ccccc1
Max |F| = 3.4 eV/A
LUMO energy = 0.71 eV
ΔE to the lowest compared entry with this formula, charge and spin = 175.62 kJ/mol

```
! RIJCOSX wB97M-V def2-TZVPD def2/J DEFGRID3
* xyz 0 1
H -4.1637 0.1090 3.3154
H 0.0148 0.9560 -4.7157
H 1.4432 1.7768 -1.3927
C 2.8003 -0.5899 0.5944
H -2.2352 -1.3455 4.4925
H -4.6304 1.7970 1.5385
H -0.4290 0.4089 -3.0483
C 0.3201 0.9498 -3.6521
C 2.1402 -0.0939 -2.0974
H 3.2500 -0.6786 1.5989
C 1.7226 0.2733 -3.5224
H 0.4063 -0.1475 1.5084
C -0.9027 -1.1113 2.8790
C -3.1455 -0.1469 2.9326
H -3.6823 1.8066 0.0748
H 0.5552 -2.3090 2.7322
H 0.3119 1.9493 -3.1060
C -0.5816 -0.3828 1.7285
H 2.4117 1.5149 0.9316
H 3.2429 -1.8707 -2.6129
C -2.1348 -0.9026 3.4963
H 2.4630 0.9666 -3.8844
H 2.0121 -0.5346 -4.2421
C -2.8770 0.5583 1.6557
C 2.8308 -1.2824 -1.8155
H -4.6690 0.4704 0.2970
H 3.3274 -2.5355 -0.1170
C -1.6316 0.3576 1.1144
C 2.9716 -1.5336 -0.3993
C 2.3106 0.6591 0.2343
C -3.9893 1.1851 0.8814
C 1.8393 0.8016 -1.0733
H -1.2718 0.9071 0.2127
O -0.0302 -1.9822 3.4606
*
```

[2]
The following is a quantum chemistry calculation of CH5N2O as an isolated structure at a distorted geometry, from OMol25.

Values from the calculation:
Max |F| = 5.6 eV/A
LUMO energy = -5.40 eV
ΔE to the lowest compared entry with this formula, charge and spin = 485.52 kJ/mol

```
! RIJCOSX wB97M-V def2-TZVPD def2/J DEFGRID3
* xyz 1 1
N -0.1782 -0.7210 -0.7195
O -0.5676 -1.7331 -1.4731
H -1.2715 -1.5698 -2.1975
H 1.0253 0.2399 1.7233
C 0.6871 -0.5285 0.0000
H 2.1916 0.7067 0.4589
H -1.3456 1.6508 0.4756
H -1.9737 1.8030 0.9222
N 1.4327 0.1519 0.8101
*
```

[3]
The following is a quantum chemistry calculation of a 2-piece molecular cluster, C3H7NO2 overall at a distorted geometry, from OMol25.

Values from the calculation:
SMILES string = C=CN.O=CO
Max |F| = 2.9 eV/A
LUMO energy = 0.83 eV
ΔE to the lowest compared entry with this formula, charge and spin = 314.96 kJ/mol

```
! RIJCOSX wB97M-V def2-TZVPD def2/J DEFGRID3
* xyz 0 1
H -0.1713 1.0232 1.9843
H 1.8208 -0.1285 2.0280
C -1.7447 0.3300 -1.5876
N 0.1195 0.6243 1.0204
H -2.0187 -0.4239 -2.3701
O -2.5169 0.2427 -0.4186
H -1.8902 -0.1326 0.2004
O -0.7541 1.0248 -1.7351
H 1.9514 -0.7083 -0.9324
H 0.0007 1.3332 0.2670
C 1.7620 -0.9774 0.0718
H 2.2658 -1.9297 0.4209
C 1.1759 -0.2779 1.0509
*
```